[1]
# C6H9N

An isolated molecule of C6H9N (ωB97M-V with the def2-TZVPD basis set, the OMol25 dataset).

Structure (XYZ):
```
16
Properties=species:S:1:pos:R:3:forces:R:3:nbo_charge:R:1
C -0.725615 -3.225333 -1.225893 0.00 -0.07 -0.03 -0.6807
C -0.721374 -1.851074 -0.719216 0.03 0.48 0.15 -0.0004
C -0.723207 -0.712013 -0.323572 0.01 -0.47 -0.17 -0.0283
C -0.761162 0.671322 0.163629 -0.05 0.07 -0.03 -0.4778
C 0.520393 1.139527 0.832890 -0.01 -0.21 0.00 -0.0731
C 1.325133 2.249177 0.275632 0.20 0.02 -0.24 -0.2577
N 0.425798 2.477207 1.404593 0.02 0.12 0.25 -0.5937
H 0.230199 -3.469731 -1.700477 -0.13 0.05 0.08 0.2329
H -1.515072 -3.360468 -1.972813 0.12 0.04 0.12 0.2336
H -0.898035 -3.947414 -0.421001 0.03 0.14 -0.10 0.2322
H -1.575087 0.788655 0.888450 0.06 -0.10 -0.09 0.2386
H -0.992205 1.347325 -0.668784 0.00 -0.08 0.13 0.2328
H 1.056330 0.375718 1.396921 -0.12 0.15 -0.07 0.1998
H 1.011014 2.714545 -0.656766 0.05 -0.08 0.14 0.1945
H 2.399084 2.260142 0.450881 -0.17 -0.04 -0.02 0.1940
H 0.943806 2.542415 2.275525 -0.04 0.00 -0.11 0.3532
```
Forces are in eV/Å.

LUMO level: 0.0388 hartree
Orbital gap: 10.4 eV
HOMO level: -9.4 eV
F_max: 0.50 eV/A
ΔE to the lowest compared entry with this formula, charge and spin: 65.8 kcal per mole
Multiplicity: 1
SMILES: CC#CC[C@H]1CN1

---

[2]
# C6H9N

An isolated molecule of C6H9N in a non-equilibrium geometry (ωB97M-V with the def2-TZVPD basis set, the OMol25 dataset).

Structure (XYZ):
```
16
Properties=species:S:1:pos:R:3:forces:R:3:nbo_charge:R:1
C -0.796196 -0.829516 -1.490206 -0.60 -0.06 -0.27 -0.1471
C 0.510308 -0.896389 -0.972541 0.83 0.37 0.91 -0.1297
N 0.066209 0.278174 -1.814462 0.06 -0.09 0.06 -0.3850
C 0.221245 1.205215 -0.645603 0.00 0.04 0.03 -0.2089
C 0.357154 0.075350 0.395497 -0.74 -0.28 -0.85 -0.1807
C -1.000247 -0.259463 0.952815 -0.64 -0.28 -0.71 -0.5050
C 1.178767 0.244650 1.532610 1.12 0.22 0.73 -0.2981
H -1.507032 -0.541596 -0.204863 0.04 0.14 0.50 0.2074
H -1.332502 -1.421070 -2.229639 0.20 0.25 0.20 0.2321
H 1.350503 -1.546071 -1.203810 -0.23 0.12 -0.04 0.2190
H -0.595711 1.930217 -0.499388 0.15 -0.22 -0.06 0.1884
H 1.168854 1.742412 -0.780557 -0.23 -0.13 0.02 0.2018
H -1.072838 -1.194992 1.519250 0.09 0.20 -0.09 0.2174
H -1.534742 0.565765 1.428950 0.12 -0.11 -0.08 0.2152
H 1.807632 1.129071 1.666445 -0.17 -0.29 -0.09 0.1874
H 1.178599 -0.481758 2.345501 -0.02 0.13 -0.29 0.1859
```
Forces are in eV/Å.

LUMO level (spin up / spin down): 0.0029 / -0.0006 hartree
Orbital gap (spin up / spin down): 7.6 / 7.9 eV
HOMO level (spin up / spin down): -7.5 / -7.9 eV
F_max: 1.36 eV/A
ΔE to the lowest compared entry with this formula, charge and spin: 162.1 kcal per mole
Multiplicity: 1